--- a ---
Entry from OMol25: one molecule with the formula C2H2FOP (ωB97M-V with the def2-TZVPD basis set).

```
! wB97M-V def2-TZVPD RIJCOSX def2/J DEFGRID3
* xyz 0 1
O -1.42 2.46 0.08
C -1.24 1.12 -0.39
C -0.28 0.10 -0.09
P -2.13 -0.43 -0.64
F -2.80 -0.55 0.87
H 0.38 -0.20 -1.00
H -0.07 0.02 0.94
*
```

Values from the calculation:
**Frontier orbital gap**: 8.57 eV
**HOMO energy**: -0.35951 hartree

--- b ---
Entry from OMol25: one molecule with the formula C2H2FOP (ωB97M-V with the def2-TZVPD basis set).

```
! wB97M-V def2-TZVPD RIJCOSX def2/J DEFGRID3
* xyz 0 1
O 1.51 2.24 -0.23
C 1.35 1.14 0.19
C 0.28 0.17 0.17
P 2.02 -0.53 0.64
F 2.76 -0.87 -0.83
H -0.44 0.15 1.09
H -0.02 0.00 -0.83
*
```

Values from the calculation:
**Frontier orbital gap**: 8.90 eV
**HOMO energy**: -0.33418 hartree

--- c ---
Entry from OMol25: C2H2FOP as an isolated structure (ωB97M-V with the def2-TZVPD basis set).

```
! wB97M-V def2-TZVPD RIJCOSX def2/J DEFGRID3
* xyz 0 1
C 0.41 0.31 1.19
C -0.81 0.84 0.44
O -1.93 0.84 0.74
F -0.39 1.26 -0.75
P 0.89 -0.69 -0.15
H 0.41 -0.62 -1.51
H 1.41 -1.93 0.05
*
```

Values from the calculation:
**Frontier orbital gap (spin up / spin down)**: 8.79 / 8.79 eV
**HOMO energy (spin up / spin down)**: -0.36663 / -0.36667 hartree

Pick b: it beats the second-best structure by 146.2 kJ/mol.